[1]
{
  "formula": "C16H25N3OS",
  "method": "ωB97M-V/def2-TZVPD",
  "elements": ["S", "O", "N", "N", "N", "C", "C", "C", "C", "C", "C", "C", "C", "C", "C", "C", "C", "C", "C", "C", "C", "H", "H", "H", "H", "H", "H", "H", "H", "H", "H", "H", "H", "H", "H", "H", "H", "H", "H", "H", "H", "H", "H", "H", "H", "H"],
  "xyz": [[-1.3461, 4.3635, 0.1457], [4.2105, -1.7290, 1.0432], [-2.4933, 2.0386, 0.1428], [-0.1858, 2.0093, 0.4452], [2.6066, 0.2535, -0.2101], [-4.1994, -1.1881, 0.5717], [4.0206, 0.4762, 0.0443], [2.0888, 1.0960, -1.2749], [1.1233, 2.6055, 0.5237], [-2.7467, 0.6684, 0.0443], [-2.2350, -1.5352, -0.7968], [-3.3594, -2.0275, -0.1486], [-3.8859, 0.1586, 0.6616], [-5.4125, -1.7361, 1.2589], [2.8490, -1.9527, 0.7697], [2.3863, -1.1615, -0.4541], [4.4504, -0.3572, 1.2513], [-1.9352, -0.1844, -0.7004], [1.8758, 2.5383, -0.8085], [-1.3102, 2.7098, 0.2327], [-1.3597, -2.4570, -1.5919], [5.5224, -0.2565, 1.4278], [-3.3021, 2.6392, 0.2305], [-5.8638, -2.5311, 0.6699], [-6.1511, -0.9563, 1.4261], [-0.2449, 1.0077, 0.5445], [4.6328, 0.1905, -0.8301], [-1.0981, 0.2157, -1.2531], [-1.9634, -3.1544, -2.1684], [3.8994, -0.0139, 2.1405], [-0.7215, -1.9012, -2.2749], [2.7484, 1.0897, -2.1598], [2.2403, -1.6567, 1.6385], [-3.5953, -3.0791, -0.2226], [-4.5297, 0.8274, 1.2147], [-5.1340, -2.1528, 2.2272], [1.3074, 3.0732, -1.5706], [2.9404, -1.5141, -1.3425], [1.1267, 0.6794, -1.5838], [1.6929, 2.0765, 1.2895], [-0.7245, -3.0407, -0.9243], [4.1878, 1.5319, 0.2591], [2.8321, 3.0470, -0.6881], [2.7418, -3.0255, 0.5999], [1.3199, -1.3359, -0.6132], [0.9938, 3.6512, 0.8134]],
  "max_force_ev_per_a": 0.70,
  "total_energy_ha": -1262.38607,
  "smiles": "Cc1cc(C)cc(NC(=S)NCCCN2CCOCC2)c1",
  "lumo_energy_ha": 0.023,
  "de_lowest_kcal_mol": 1.3,
  "homo_lumo_gap_ev": 8.63
}

[2]
{
  "formula": "C5H6N5O2",
  "method": "ωB97M-V/def2-TZVPD",
  "elements": ["O", "O", "N", "N", "N", "N", "N", "C", "C", "C", "C", "C", "H", "H", "H", "H", "H", "H"],
  "xyz": [[-0.8992, 1.8868, 0.7504], [-1.4689, -1.0830, -0.5353], [-2.7398, 0.9485, 1.6357], [0.0894, 1.6233, -0.1473], [1.9481, -0.8828, -1.5774], [-0.3806, -1.1863, -1.3997], [2.5127, 0.2975, 1.8167], [-0.9701, -0.5236, 0.6912], [0.7493, -0.7810, -0.9183], [0.5099, -0.2987, 0.4572], [1.5768, -0.0207, 1.2620], [-1.6970, 0.8356, 0.9555], [-0.5886, -1.6903, -2.2148], [1.9692, -1.4137, -2.4470], [-1.2268, -1.3377, 1.3852], [2.7876, -0.3021, -1.6300], [0.9439, 2.0535, 0.1253], [-3.1160, 1.8746, 1.7908]],
  "max_force_ev_per_a": 4.98,
  "total_energy_ha": -617.90975,
  "charge": 1,
  "lumo_energy_ha": [-0.213, -0.213],
  "de_lowest_kcal_mol": 146.1,
  "homo_lumo_gap_ev": [7.97, 7.97]
}

[3]
{
  "formula": "C5H7NO2",
  "method": "ωB97M-V/def2-TZVPD",
  "elements": ["O", "O", "N", "C", "C", "C", "C", "C", "H", "H", "H", "H", "H", "H", "H"],
  "xyz": [[-0.1182, 1.4003, 0.7456], [1.2854, 0.0756, -0.3674], [-1.4398, 1.2391, 1.2119], [2.1151, -0.6430, 0.6384], [0.1150, 0.4233, -0.2321], [-2.0485, 0.2877, 0.5698], [-1.0532, -0.4925, -0.3170], [-0.5481, 0.4930, -1.5507], [1.7870, -0.1341, 1.5806], [-0.0618, 0.1351, -2.3317], [3.1698, -0.7459, 0.5213], [-1.0362, 1.5243, -1.7202], [-3.0989, -0.1522, 0.8545], [-0.8260, -1.5893, -0.3551], [1.7583, -1.8214, 0.7523]],
  "max_force_ev_per_a": 11.03,
  "total_energy_ha": -399.76143,
  "smiles": "CO[C@@]12C[C@@H]1C=NO2",
  "lumo_energy_ha": 0.032,
  "de_lowest_kcal_mol": 128.1,
  "homo_lumo_gap_ev": 10.08
}

[4]
{
  "formula": "C25H71NO10",
  "method": "ωB97M-V/def2-TZVPD",
  "elements": ["O", "O", "O", "O", "O", "O", "O", "O", "O", "O", "N", "C", "C", "C", "C", "C", "C", "C", "C", "C", "C", "C", "C", "C", "C", "C", "C", "C", "C", "C", "C", "C", "C", "C", "C", "C", "H", "H", "H", "H", "H", "H", "H", "H", "H", "H", "H", "H", "H", "H", "H", "H", "H", "H", "H", "H", "H", "H", "H", "H", "H", "H", "H", "H", "H", "H", "H", "H", "H", "H", "H", "H", "H", "H", "H", "H", "H", "H", "H", "H", "H", "H", "H", "H", "H", "H", "H", "H", "H", "H", "H", "H", "H", "H", "H", "H", "H", "H", "H", "H", "H", "H", "H", "H", "H", "H", "H"],
  "xyz": [[-5.1997, -1.2508, 3.9179], [-2.4084, -5.2112, -1.7071], [-4.7165, 2.8144, -2.5640], [0.1825, 0.2238, -0.9701], [2.4416, 1.5379, -1.5883], [0.7042, -2.7072, -4.8585], [1.7083, 3.6119, 0.3758], [5.2618, 2.8973, 2.7680], [2.1244, -3.9726, -0.4580], [0.3718, 4.0667, 2.5819], [-0.0475, -2.3690, -2.0996], [3.4934, -4.4901, 1.4349], [-1.8972, 4.6843, 2.5431], [-0.2400, 0.8135, 0.2450], [-4.9437, 0.5903, -1.5350], [-3.6238, 2.3489, -0.5188], [-2.1972, -6.6016, -1.7919], [0.5719, -1.4812, -5.5177], [-2.4012, -2.3136, -2.4712], [2.4583, -3.5034, 0.8389], [-3.4013, 0.1400, 3.0810], [-3.6392, -0.2173, 5.4663], [-4.8541, 2.0846, -1.3380], [5.6625, 0.8789, 1.4695], [1.3464, -0.4291, -4.6698], [3.3718, 1.5758, 2.3408], [-0.9245, 3.1679, 4.3006], [4.7310, 2.0487, 1.7719], [3.0353, -2.1204, 0.8358], [3.8218, 1.3269, -1.9104], [-0.9244, 3.5944, 2.8725], [-1.2816, -3.0456, -1.7090], [2.5902, 4.6690, 0.1660], [-1.1407, -4.5496, -2.0159], [-3.8582, -0.8220, 4.1221], [1.0403, -1.6041, -7.0002], [1.2566, 0.4866, -5.2542], [-0.0532, -1.4275, -1.7339], [3.2169, -5.5440, 1.4663], [3.8756, -2.0300, 0.1475], [2.3006, -1.3572, 0.5792], [5.6577, 3.6633, 2.3460], [6.7136, 1.1429, 1.3523], [-3.1593, -1.6573, 4.0780], [0.9118, 0.7662, -1.2793], [4.5001, 1.9645, -1.3433], [5.3735, 0.3916, 0.5383], [3.6964, -4.3340, 2.4944], [-4.4074, 0.5370, 5.6365], [-3.4279, -0.2777, 2.0746], [-4.0438, 1.0181, 3.0158], [-0.5490, 3.9225, 4.9918], [-0.8856, -4.6414, -3.0717], [-0.3154, -4.9451, -1.4239], [3.5143, -1.8125, 1.7653], [0.5299, 4.7901, 3.1929], [5.6804, 0.1834, 2.3086], [-2.3321, -1.2500, -2.2433], [2.8384, 0.8629, 1.7121], [4.5967, 2.6598, 0.8794], [-2.3753, -2.3587, -3.5600], [0.4235, -2.3424, -7.5125], [2.3895, 2.2358, -0.9312], [0.9558, -0.3177, -3.6583], [-1.9190, 2.8365, 4.5991], [-3.5614, 1.9929, 0.5095], [-2.7501, 2.0424, -1.0939], [1.5533, -3.4723, 1.4456], [-2.9156, 4.4114, 2.8194], [1.7384, -4.8475, -0.3739], [-5.7396, 2.5010, -0.8577], [-0.3060, 2.2760, 4.4007], [1.1543, 3.8584, 1.1201], [-3.7524, -0.9854, 6.2313], [-4.8647, -0.0664, -0.6686], [0.7408, -2.7600, -1.6038], [-5.9111, 0.3597, -1.9811], [2.4088, -0.6443, -4.5548], [-1.8565, 4.9418, 1.4847], [-3.4615, 3.4256, -0.4707], [-3.0763, -7.2441, -1.7417], [-4.4704, 3.7114, -2.3265], [-2.4098, 0.5379, 3.2968], [-3.4227, -2.5869, -2.2068], [2.6328, 2.3341, 2.5994], [4.4095, -4.4970, 0.8442], [0.6545, 1.0760, 0.8100], [-1.6087, 5.5517, 3.1369], [-1.1536, 2.7104, 2.2774], [-0.4755, -1.1981, -5.4139], [0.8684, -0.6478, -7.4942], [2.9052, 5.0311, 1.1446], [-4.1233, 0.2754, -2.1799], [3.5153, 1.0418, 3.2802], [3.3820, 4.4957, -0.5628], [-2.7517, 0.4099, 5.5502], [-1.5061, -2.8806, -0.6553], [4.0184, 0.2853, -1.6563], [0.4163, -2.6533, -3.9443], [-1.7724, -6.8691, -2.7594], [-1.4439, -6.9690, -1.0952], [-5.6330, -1.4484, 4.7514], [-0.7854, 1.7240, -0.0033], [2.0410, 5.4542, -0.3535], [-0.9483, 0.2656, 0.8664], [2.0806, -1.8863, -7.1623], [3.9991, 1.3906, -2.9839]],
  "max_force_ev_per_a": 2.15,
  "total_energy_ha": -1802.13162,
  "smiles": "COC[C@H](C)N.CC(C)O.CC(C)O.CC(C)O.CC(C)O.CC(C)O.CC(C)O.CO.CO.CO",
  "lumo_energy_ha": 0.009,
  "de_lowest_kcal_mol": 40.9,
  "homo_lumo_gap_ev": 8.87
}